No. 1
Below is a molecular structure, C55H41AsClN6O6S2Yb, with properties calculated with ωB97M-V/def2-TZVPD.

Geometry as XYZ:
```
113
Properties=species:S:1:pos:R:3:forces:R:3:mulliken_charge:R:1
Yb -0.418 0.200 0.648 -0.2725 -0.7875 -2.0682 1.65
As -1.912 2.061 2.689 -1.5719 2.7408 1.4039 0.24
Cl 4.755 -0.749 0.180 0.5589 -0.1270 0.4283 -0.27
S 0.271 -2.955 3.016 0.0659 -0.0170 -0.5879 -0.02
S 0.818 0.415 3.860 0.5496 -0.6491 2.7266 1.12
O 0.831 0.497 2.394 0.2211 -0.0188 0.2203 -0.11
O -1.865 0.298 2.601 0.4905 -0.8155 -0.7302 -0.61
O -2.381 1.233 0.316 0.2482 -0.1619 -0.2944 -0.25
O 2.124 0.114 4.409 -0.0265 0.2676 -0.5044 -0.85
O -0.393 2.657 1.873 0.1059 -0.6567 0.2585 -0.06
O -0.250 -0.403 4.421 0.2945 0.5042 -0.4709 -0.63
N -2.558 1.545 -0.993 -0.0793 -0.1246 -0.0755 0.47
N 0.917 -1.654 0.044 -0.2398 0.2639 0.0827 0.98
N 1.447 -4.041 5.168 -0.4910 0.5119 0.1754 0.33
N -2.161 -1.427 -0.249 0.6946 0.7022 0.7273 0.26
N 0.790 1.653 -1.008 -0.3110 -0.2101 0.4057 0.18
N -0.203 -2.678 5.662 0.4151 -0.1960 -0.1655 0.17
C -1.987 -2.765 0.080 1.2585 -0.8096 -0.3251 1.19
C 6.199 1.734 -2.688 -0.0114 0.1137 0.1634 -0.91
C 2.268 -1.654 -0.124 0.2724 -0.3367 0.1977 -0.65
C -3.263 -3.444 0.047 -0.6874 0.1956 -0.0939 -1.73
C -1.008 2.379 4.440 -0.0352 -0.0005 -0.2959 -0.22
C -0.869 3.744 6.428 -0.0268 0.0514 0.1119 -0.71
C -1.001 -5.645 1.349 0.0333 0.0586 -0.0426 0.26
C -3.300 1.601 -3.073 -0.1405 -0.3456 0.1270 -0.66
C 1.343 -3.983 6.541 -0.0015 0.1429 0.4037 -0.23
C -0.986 3.335 -0.800 -0.3046 0.5520 0.6549 0.91
C 1.653 -3.789 -0.246 -0.6298 0.1507 -0.0059 -1.49
C 2.110 1.658 -1.356 0.1136 -0.2317 -0.1792 -0.85
C -0.800 -3.470 0.108 -1.3782 0.4254 0.0775 0.53
C -1.130 -7.022 1.364 -0.0677 -0.2303 0.0539 -0.92
C -3.467 -1.318 -0.673 -0.0248 0.9871 -1.0075 0.04
C -5.224 -0.683 -2.274 -0.3327 -0.0199 0.0514 -0.38
C 2.753 -2.943 -0.322 0.1729 0.5286 -0.0094 -1.71
C -1.124 -7.059 -1.027 -0.0203 -0.1560 -0.1380 -0.84
C -6.327 -1.226 -4.365 -0.1880 -0.0969 -0.1690 -0.80
C -1.387 4.064 0.290 1.0371 -0.3854 -0.6857 0.25
C 4.282 -0.070 -3.516 -0.0816 0.0431 0.0415 -0.50
C -5.192 -0.872 -3.661 0.0890 0.0133 0.1146 -0.35
C 2.548 2.946 -1.618 0.2594 -0.1092 0.0168 -0.57
C 5.123 1.444 -1.871 0.0696 0.0312 -0.1689 -0.29
C -7.530 -1.423 -3.705 -0.0923 -0.0188 -0.0465 -0.37
C 0.991 2.371 5.779 0.3552 0.0023 -0.1856 -0.63
C 3.044 -0.374 -0.149 -0.4665 -0.0627 0.1224 1.37
C -0.913 4.937 2.596 -0.3185 0.2023 0.0845 -1.23
C 0.290 1.948 4.665 -0.0574 -0.3149 -0.0745 0.20
C -1.959 2.607 -1.595 -0.0235 0.6183 -0.3639 -0.39
C -2.180 5.402 2.655 1.0421 0.1374 0.2534 -0.08
C -6.453 -0.865 -1.631 0.0715 0.1863 -0.0574 -0.13
C -0.999 -5.681 -1.043 0.0473 0.1078 0.0453 0.27
C -1.193 -7.736 0.178 0.0521 -0.1533 0.1039 -0.33
C 2.474 -4.651 4.379 0.2940 -0.2352 -0.2217 -0.81
C 0.513 -3.198 4.622 -0.2446 -0.3130 -0.2030 -0.63
C 6.313 1.133 -3.930 0.1795 -0.0894 -0.2288 -0.36
C 0.532 -2.977 -0.027 0.5700 -0.1289 -0.3604 0.21
C -3.342 0.874 -1.875 -0.1236 -0.0834 -0.2318 0.58
C -3.107 5.184 1.595 -0.3219 -0.4746 -1.0975 -0.85
C 5.366 0.208 -4.331 0.1215 0.0280 -0.1423 -0.77
C 2.858 0.354 -1.514 -0.1818 0.2642 -0.0173 2.14
C -2.399 2.651 -2.907 0.2501 0.3379 0.4403 -1.90
C 0.341 -3.126 6.843 0.1926 -0.1864 0.3572 -0.82
C -0.452 4.063 1.469 -0.0482 0.1033 -0.3221 -0.07
C 4.123 0.571 -2.295 -0.0945 -0.0613 -0.2383 -0.36
C 0.400 2.973 -1.040 0.3815 0.1248 0.0673 -0.59
C -0.930 -4.953 0.144 0.0322 -0.1604 0.0686 -1.19
C -7.582 -1.237 -2.333 -0.2622 -0.1332 -0.0719 -0.72
C -2.716 4.519 0.472 -0.9169 0.6870 0.4068 -0.40
C -4.008 -0.346 -1.519 0.1991 -0.5563 0.8150 0.87
C 0.419 3.281 6.656 -0.0931 0.0844 0.0101 -0.69
C 1.461 3.793 -1.387 -0.4499 0.0970 0.1353 -1.72
C -1.577 3.294 5.324 -0.1579 -0.4868 -0.5014 -0.46
C -4.167 -2.561 -0.420 0.1213 -0.7695 0.3984 -1.24
H 1.999 -4.545 7.177 -0.0126 -0.0597 0.1166 0.44
H -0.200 5.147 3.384 -0.0373 -0.0069 0.0543 0.37
H 5.050 1.926 -0.910 -0.0852 0.0053 0.1188 0.53
H -1.168 -7.613 -1.958 -0.0213 0.0296 -0.0400 0.37
H -3.858 1.394 -3.967 -0.0417 -0.1435 -0.0653 0.61
H 3.516 3.254 -1.969 0.0383 -0.0323 -0.0375 0.63
H 3.392 -4.053 4.392 -0.0908 -0.0389 -0.0025 0.29
H -0.946 -5.080 2.267 0.0046 0.0003 0.0599 0.38
H -6.273 -1.379 -5.437 0.0397 0.0083 0.0073 0.34
H -6.516 -0.701 -0.564 0.0748 0.0056 0.0710 0.46
H -4.254 -0.777 -4.188 0.1046 0.0323 0.0482 0.52
H 0.963 3.608 7.533 0.0479 0.0290 -0.0320 0.38
H 2.210 -0.299 -2.116 0.1866 0.0792 0.1656 0.43
H -3.432 -4.474 0.309 0.0051 -0.0700 0.0028 0.54
H -8.515 -1.391 -1.807 -0.0694 0.0178 0.0529 0.35
H -2.122 3.390 -3.633 0.1251 0.1227 -0.1076 0.57
H 1.978 1.959 5.943 0.0309 0.0085 0.0838 0.55
H -2.499 6.006 3.498 0.0767 -0.0285 0.0941 0.42
H 1.441 4.865 -1.489 -0.1157 0.1205 -0.0623 0.53
H 2.097 -4.679 3.353 0.1375 -0.0568 0.0614 0.26
H 7.139 1.384 -4.584 0.0746 -0.0204 -0.0176 0.36
H -2.593 3.627 5.121 0.1161 0.1333 0.1117 0.41
H -8.416 -1.727 -4.250 -0.0238 0.0207 -0.0347 0.35
H 1.648 -4.861 -0.327 -0.0112 -0.1411 -0.0084 0.53
H -0.047 -2.827 7.797 0.0330 0.0108 0.0933 0.40
H 0.583 4.297 1.188 -0.3131 -0.1974 0.0953 0.56
H 2.747 0.285 0.678 0.0059 -0.1403 -0.2432 -0.11
H 5.458 -0.287 -5.289 0.0181 -0.0231 -0.0622 0.37
H 3.535 -0.782 -3.844 -0.0662 0.0121 0.0329 0.37
H -1.182 -7.550 2.307 -0.0122 -0.0085 0.0895 0.38
H -5.209 -2.734 -0.617 -0.0272 -0.1002 -0.0241 0.44
H -3.398 4.382 -0.358 -0.1092 -0.0579 -0.0137 0.41
H -0.961 -5.156 -1.986 0.0415 0.1370 -0.0708 0.47
H -0.638 -1.774 5.477 0.0205 -0.2010 0.1053 0.44
H -1.285 -8.816 0.195 -0.0215 -0.0325 -0.0099 0.34
H 3.774 -3.219 -0.511 0.1421 0.0097 0.0719 0.53
H 2.686 -5.661 4.734 -0.0336 0.0284 0.0329 0.33
H -2.600 0.022 2.028 -0.3164 0.0598 -0.1401 0.42
H 6.939 2.451 -2.354 0.0627 -0.0086 -0.0141 0.34
H -4.112 5.576 1.680 -0.0608 -0.0453 -0.0148 0.39
H -1.324 4.456 7.105 -0.0016 -0.0090 0.0625 0.38
```
Forces are in eV/Å.

Results
total charge	-2
orbital gap	4.6	eV
multiplicity	2
expectation value of S²	0.7509



No. 2
Below is a molecular structure, C32H45F6IrN3O7S5Si, with properties calculated with ωB97M-V/def2-TZVPD.

Geometry as XYZ:
```
100
Properties=species:S:1:pos:R:3:forces:R:3:mulliken_charge:R:1
Ir -0.583 0.789 -0.753 -0.0983 1.4148 -0.1690 3.10
S 0.017 1.562 -3.499 0.3194 -0.6146 -0.3454 1.00
S 0.870 -0.815 -0.113 0.5293 0.2466 -0.0961 -0.42
S -2.569 2.281 -2.812 0.1066 -0.0010 0.0756 1.20
S -1.830 -0.782 -1.801 0.3669 -0.4300 -0.1567 0.10
S -1.347 -0.204 1.069 -0.1214 -0.2863 0.4409 -0.21
Si 2.322 1.666 0.505 0.1236 -0.5237 0.2140 -1.72
F 0.108 3.118 -5.629 0.0140 0.0262 0.0203 -0.17
F 1.265 1.297 -5.773 -0.0345 0.0293 0.0006 -0.17
F -1.377 4.607 -2.944 0.0683 -0.0030 0.0176 -0.17
F 1.972 2.931 -4.542 0.0293 -0.0275 0.0087 -0.15
F -3.384 4.643 -2.129 -0.0028 0.0391 0.0028 -0.19
F -3.080 4.370 -4.260 0.0070 0.0236 -0.0026 -0.17
O 0.944 2.455 0.637 -0.4559 0.0939 -0.4227 0.75
O -3.869 1.793 -3.092 -0.0206 -0.0132 0.0157 -0.49
O 0.493 0.209 -3.476 -0.1169 -0.0380 -0.2585 -0.57
O 0.383 2.310 -2.283 0.0502 -0.4129 0.1877 -0.71
O 3.009 0.937 1.707 0.1109 0.3146 0.0783 1.03
O -2.114 2.181 -1.392 -0.0550 -0.0278 -0.0613 -1.05
O 3.100 1.751 -0.848 -0.0816 -0.0256 -0.1197 0.24
N -0.629 -2.848 1.348 0.0296 0.2175 -0.2423 0.68
N -1.647 -3.371 -1.181 -0.1148 -0.1887 0.0280 0.24
N -1.511 1.707 -3.832 -0.0483 0.0765 0.1672 -0.52
C -5.701 -2.160 -2.138 0.0192 -0.0098 0.0057 -0.80
C -2.561 -5.261 4.775 -0.0061 0.0063 0.0003 -0.75
C -4.064 -3.584 3.930 0.0083 -0.0173 0.0105 -0.84
C 5.503 1.848 -0.564 0.0270 -0.0177 0.0090 -1.63
C -0.301 -4.120 0.726 -0.1091 -0.1436 0.0059 -1.01
C 3.537 -0.581 3.449 -0.0256 -0.0141 0.0296 -1.62
C -1.491 -4.593 4.190 0.0099 -0.0035 -0.0010 -0.24
C -3.845 -4.758 4.644 -0.0079 0.0062 -0.0012 -0.45
C -2.267 -3.712 -2.492 -0.0323 0.0025 0.1613 -0.90
C -2.607 4.116 -3.058 -0.0591 -0.1026 -0.0516 0.42
C -2.997 -2.921 3.348 -0.0128 0.0170 -0.0337 -0.11
C -1.410 -2.142 -0.842 0.1421 0.5420 0.0526 -0.53
C 1.447 4.298 2.122 -0.0243 0.1320 0.0293 -1.65
C -0.550 -2.721 2.806 0.1594 0.0287 0.0517 -0.86
C -0.767 -1.813 0.489 -0.4754 -0.2858 0.3378 -0.28
C -3.508 -2.912 -2.782 -0.0540 -0.0475 -0.0575 -0.01
C -4.750 -1.446 -4.230 -0.0093 0.0005 -0.0033 -0.70
C -5.792 -1.428 -3.315 -0.0047 0.0060 -0.0125 -0.46
C -4.564 -2.908 -1.875 0.0102 0.0382 0.0199 0.00
C -3.608 -2.186 -3.964 -0.0236 -0.0331 -0.0022 0.10
C 4.354 -0.317 -1.165 -0.0040 -0.0086 -0.0214 -1.38
C -0.717 4.220 0.861 0.0037 -0.0519 0.0225 -1.60
C 0.900 2.284 -4.985 -0.1667 0.4678 0.1299 0.44
C 4.421 1.566 -2.819 0.0138 -0.0065 -0.0129 -1.69
C 1.551 0.938 3.666 -0.0371 0.0235 0.0660 -0.62
C 4.393 1.186 -1.355 -0.0212 0.0520 0.0598 1.79
C -1.397 -4.486 -0.243 -0.0681 0.0916 -0.0556 -0.61
C 2.981 0.805 3.186 0.0352 -0.0857 -0.0838 1.72
C 1.448 4.707 -0.341 0.0280 -0.0982 0.0610 -1.31
C -1.704 -3.423 3.474 -0.0102 -0.0582 0.0023 0.41
C 0.770 3.989 0.804 0.1776 -0.1091 0.2913 1.31
C 3.880 1.892 3.738 0.0137 0.0223 0.0304 -1.58
H 1.143 1.927 3.456 0.0450 -0.1774 0.0306 -0.33
H 4.558 -0.666 3.077 -0.0017 0.0075 -0.0106 0.33
H -1.166 3.702 1.709 0.0069 -0.0125 -0.0166 0.29
H 5.398 1.648 0.504 -0.0001 -0.0116 -0.0062 0.18
H -2.387 -6.169 5.336 0.0017 0.0007 0.0005 0.42
H 0.399 -3.145 3.147 0.0084 0.0112 -0.0201 0.55
H -4.677 -5.272 5.104 0.0019 -0.0041 -0.0019 0.41
H 1.343 5.780 -0.171 -0.0064 -0.0153 -0.0058 0.55
H 3.545 -0.776 4.521 0.0081 0.0034 -0.0012 0.48
H 1.522 0.783 4.745 -0.0167 0.0034 -0.0027 0.64
H -3.175 -1.999 2.801 0.0104 0.0030 0.0035 0.42
H -1.201 3.902 -0.057 -0.0487 -0.0340 -0.1085 0.13
H 5.241 -0.757 -1.619 0.0041 -0.0011 0.0187 0.55
H 4.886 1.807 3.330 0.0021 -0.0038 -0.0027 0.32
H 0.668 -4.058 0.216 0.0002 0.0096 0.0199 0.28
H 3.943 1.795 4.822 0.0051 -0.0086 -0.0020 0.46
H -0.535 -1.659 3.054 -0.0284 0.0174 0.0029 0.10
H 3.629 1.053 -3.365 -0.0131 0.0148 0.0032 0.28
H 6.466 1.448 -0.882 -0.0025 0.0163 -0.0176 0.51
H 0.917 0.189 3.194 -0.0326 -0.0374 -0.0306 -0.14
H 0.984 3.759 2.949 0.0195 0.1225 -0.0763 0.31
H -6.519 -2.155 -1.430 -0.0053 -0.0017 -0.0034 0.44
H 4.303 2.642 -2.941 0.0029 0.0030 0.0003 0.37
H -0.485 -4.982 4.305 -0.0009 -0.0009 0.0025 0.41
H -1.134 -5.358 -0.838 0.0637 -0.0030 0.0135 0.56
H 4.342 -0.590 -0.109 -0.0148 0.0109 0.0127 0.15
H -6.680 -0.846 -3.521 0.0035 0.0050 0.0030 0.44
H 2.921 -1.340 2.963 -0.0043 0.0085 0.0024 0.23
H 2.518 4.488 -0.379 -0.0022 -0.0137 -0.0079 0.26
H 3.480 -0.738 -1.667 0.0036 -0.0042 -0.0047 0.23
H -4.822 -0.878 -5.147 0.0021 0.0017 0.0018 0.43
H -2.328 -4.690 0.293 0.0009 -0.0562 -0.0179 0.27
H 1.003 4.465 -1.297 -0.0869 -0.0875 -0.1580 0.16
H -2.494 -4.776 -2.430 0.0208 -0.0104 -0.0590 0.53
H -4.503 -3.486 -0.959 -0.0013 -0.0094 -0.0041 0.40
H 3.484 2.883 3.515 0.0418 -0.0635 0.0462 0.26
H -2.783 -2.184 -4.668 -0.0040 -0.0067 -0.0083 0.39
H -1.504 -3.565 -3.259 -0.0137 0.0350 -0.0293 0.25
H 5.379 1.274 -3.249 -0.0056 -0.0079 -0.0012 0.49
H -0.236 -4.883 1.499 -0.0116 0.0192 0.0135 0.64
H 2.517 4.066 2.086 -0.0474 0.0318 -0.0304 0.28
H 5.512 2.925 -0.732 -0.0100 0.0041 0.0043 0.37
H -0.896 5.289 0.982 -0.0012 -0.0044 0.0217 0.50
H 1.361 5.366 2.325 0.0050 0.0099 0.0038 0.56
H -5.065 -3.185 3.840 0.0000 0.0033 -0.0014 0.43
```
Forces are in eV/Å.

Results
total charge	+2
orbital gap (spin up / spin down)	7.3 / 5.3	eV
multiplicity	2
expectation value of S²	0.7612
ΔE to the lowest compared entry with this formula, charge and spin	53.07	kJ/mol



No. 3
Below is a single C15H18O molecule, with properties calculated with ωB97M-V/def2-TZVPD.

Geometry as XYZ:
```
34
Properties=species:S:1:pos:R:3:forces:R:3:mulliken_charge:R:1
O 2.550 1.505 1.801 -0.8280 -0.5541 0.4467 -0.41
C -0.278 -0.825 2.089 0.4190 -0.5592 0.2881 -0.52
C -0.529 -0.363 -2.740 0.2756 0.6347 -0.0901 -1.82
C 0.861 1.415 -0.004 -1.0990 0.9337 0.1147 0.73
C -0.613 1.821 -0.099 -1.2548 -1.5820 0.6901 -1.04
C 0.786 0.154 2.290 0.4746 0.7364 -1.7134 1.31
C 1.299 1.107 1.377 -0.7513 -1.6360 2.1751 -0.73
C 1.785 -0.069 3.301 1.2628 0.4126 -1.3826 -0.93
C -1.110 -0.499 -0.395 -0.9449 -2.6114 1.5119 0.35
C -3.056 1.267 -0.381 1.6311 -0.3516 -0.9628 -1.60
C -0.940 -1.201 0.989 -0.9876 -0.0368 -0.0801 -1.21
C 0.122 -0.631 -1.272 -1.9400 -1.5384 -4.5590 2.08
C -1.571 0.877 -0.198 0.4696 2.6666 -0.7673 0.30
C 0.675 -2.071 -1.462 -1.6282 1.1854 -0.9575 -2.28
C 1.241 0.228 -0.946 1.5853 2.0491 2.1111 -1.78
C 2.793 0.783 2.922 -0.3432 -1.3707 1.3075 -0.36
H 0.945 -2.379 -0.534 0.4005 -1.5441 3.0453 0.71
H 1.691 0.713 -1.765 0.4120 0.1971 -1.5759 0.19
H 1.976 -0.986 3.922 -0.6913 1.4651 -0.3237 0.28
H -0.322 -1.491 2.976 -0.3634 0.3080 -0.7065 0.31
H 1.266 2.370 -0.279 1.3637 0.1622 -0.3808 0.56
H -0.988 0.631 -2.958 0.5145 -0.4220 0.6544 0.28
H 3.723 0.773 3.441 0.7741 0.8459 -0.3639 0.48
H -1.343 -1.075 -2.896 0.0491 -0.0967 0.1855 0.49
H 0.158 -0.555 -3.575 0.2660 0.0811 0.3686 0.46
H 2.077 -0.337 -0.479 -0.5567 0.2640 -0.0133 0.54
H -3.513 1.559 0.538 -0.3820 0.3313 0.5818 0.36
H 1.594 -2.186 -1.996 0.4737 0.6638 -0.9528 0.41
H -0.973 2.846 -0.014 0.7006 0.0516 0.0304 0.37
H -3.154 2.045 -1.169 0.0621 -0.2852 0.7332 0.36
H -0.077 -2.695 -1.925 -0.1135 -0.4160 0.1342 0.40
H -3.544 0.391 -0.766 -0.6142 -0.3916 -0.0792 0.43
H -1.977 -1.018 -0.911 1.1885 0.1210 0.6422 0.89
H -1.553 -2.102 1.118 0.1755 0.2862 -0.1120 0.37
```
Forces are in eV/Å.

Results
total charge	0
orbital gap	8.6	eV
ΔE to the lowest compared entry with this formula, charge and spin	307.41	kJ/mol
SMILES	CC1=C[C@@H]2CC(C)(C)[C@H]1/C=C\c1ccoc12



No. 4
Below is 2 unconnected molecules or ions with the total composition C4H12, with properties calculated with ωB97M-V/def2-TZVPD.

Geometry as XYZ:
```
16
Properties=species:S:1:pos:R:3:forces:R:3:mulliken_charge:R:1
C -1.403 1.092 2.040 -0.8944 -1.0154 0.5849 -0.83
C 1.660 -1.453 -1.606 -0.4219 -0.3247 -0.0979 -0.86
C -0.380 1.644 1.085 0.3290 1.0703 -1.3851 -0.74
C 0.129 -1.274 -1.509 0.4590 -0.4187 0.1418 -0.70
H -0.202 -0.239 -1.466 0.0548 0.0516 -0.1301 0.19
H 2.177 -0.559 -1.947 0.0806 0.0400 0.1580 0.27
H -0.325 -1.787 -2.355 -0.3249 0.2335 0.0328 0.31
H -0.812 2.063 0.160 -0.6426 -0.8342 0.0391 0.27
H -0.215 -1.759 -0.594 -0.2164 0.0037 -0.1014 0.21
H 0.316 0.891 0.725 0.3428 0.1065 0.2891 0.13
H 2.051 -1.809 -0.654 0.2544 0.3431 0.0274 0.25
H -1.285 1.178 3.123 0.4720 0.9441 -0.0985 0.31
H 1.877 -2.248 -2.322 0.1017 0.0725 -0.0302 0.33
H -2.404 1.442 1.788 -0.0160 0.0589 0.1750 0.25
H -1.459 -0.007 2.023 0.0359 0.1640 -0.7420 0.25
H 0.129 2.590 1.302 0.3861 -0.4952 1.1371 0.36
```
Forces are in eV/Å.

Results
total charge	0
orbital gap	12.5	eV
ΔE to the lowest compared entry with this formula, charge and spin	53.75	kJ/mol
SMILES	CC.CC



no.,strongest force on any atom (Eh/bohr)
1,0.06724
2,0.02778
3,0.10089
4,0.03464